Here is a structure of composition C44H53GeHgN2O6PS in a non-equilibrium geometry from the Open Molecules 2025 dataset. Energies are from ωB97M-V/def2-TZVPD.

Highest occupied orbital energy ... -3.03 eV
Energy above the lowest of the compared OMol25 structures with the same formula, charge and spin ... 14.1 kcal per mole
Gap between HOMO and LUMO ... 6.9 eV

Geometry as ORCA input:
```
! wB97M-V def2-TZVPD RIJCOSX def2/J DEFGRID3
* xyz -2 1
O 5.03788 -1.89759 -5.92582
H 2.34338 3.40521 -2.08002
H 1.11758 -4.75349 0.85308
C -2.08262 -2.10449 0.62078
H -4.76072 2.03311 0.53548
C -0.43992 0.71551 6.92368
H -3.58152 0.50591 2.16918
C -2.11712 1.36021 -4.39472
H -1.93202 0.87421 2.65358
H 0.55408 -2.27299 5.08578
H 1.93308 -5.72599 2.97498
H -4.72022 -0.44889 -0.70552
H -0.23362 -1.29999 2.93708
C 0.98258 -4.22249 1.78578
H -1.32932 -1.28669 -4.42732
O 4.74058 -3.81359 -4.42422
C 4.63428 -1.42609 -3.37332
C 0.76278 1.39601 3.48598
S 5.35638 -2.50129 -4.63092
C 0.49078 4.40381 -1.60572
C -2.79382 -1.20039 -0.15682
C 3.64168 0.18911 -1.34672
P -0.27292 -2.16159 0.24848
C 0.63318 1.14571 7.68988
H -4.22972 3.71641 0.41958
C -4.17332 -1.14709 -0.08662
H 3.37808 1.95651 -0.36692
C 0.13758 4.71411 -3.07432
H -0.94492 4.77701 -3.17432
H 4.00238 1.82401 -2.68822
H 2.51928 5.16161 -1.87932
H 2.68048 2.17561 5.20158
C -0.96772 -5.41519 -2.22732
C 4.06648 0.75021 -2.54942
H 1.57338 -2.58829 -1.70232
C 1.08048 -4.33289 -2.86652
H 0.58298 5.65731 -3.39182
H 1.95148 -4.26369 -3.50262
H 0.78328 0.26591 -2.87312
C -4.26392 2.84121 1.06718
H -1.99982 -4.58689 -0.54012
C -2.92092 1.30281 2.50258
Ge -2.02482 2.73301 -1.41982
C -4.14452 -2.86819 1.58188
H 2.29838 4.11501 -0.45882
H 4.30568 -3.06049 -2.07712
C 1.44478 -4.76049 2.97528
H 1.61118 -4.50799 5.09538
O -1.57952 1.03551 -2.06112
C 0.33298 -2.99579 1.78198
H 0.23338 5.37421 0.30668
C 1.75328 1.66911 7.06318
H -5.93372 -1.94709 0.83448
H -1.22912 0.47261 4.94958
H 0.48128 0.38271 -4.61842
C 0.21528 -2.28569 2.97208
H -4.82722 3.07771 1.96958
N 0.53238 -0.95989 -0.22782
H 2.59328 2.00821 7.65728
C -1.14112 -4.51039 -1.19412
H -1.94302 4.33651 1.20338
C 4.23348 -1.98769 -2.18012
H 3.18708 0.58711 0.58728
H 0.56458 6.50651 -1.02122
C -1.63782 -0.89609 -3.45842
H -1.08352 3.27621 2.32778
H -2.71132 -1.04689 -3.33552
H -1.70672 -6.19049 -2.39192
C 4.55738 -0.06319 -3.55862
H 3.41688 -1.61559 -0.22122
H 0.50268 3.91931 -3.72052
C 0.67068 -2.82239 4.16088
H -1.90652 0.99111 -5.39732
C -2.06812 3.60701 2.00038
O -0.10462 3.23351 -1.16592
H -1.32002 0.30761 7.40518
H -1.12432 -1.45519 -2.67772
C -2.83352 2.40551 1.43128
C 0.88898 -3.41079 -1.85492
C 0.75608 1.46291 2.26918
H 0.59288 1.07611 8.76938
C -0.20642 -3.50169 -1.00392
C -4.85212 -1.98509 0.78098
C 0.73478 1.32501 4.90268
C 0.14198 -5.33669 -3.05332
C -0.39222 0.80321 5.54748
H -2.24152 -0.52719 -0.79792
H -4.68472 -3.52309 2.25598
N 3.08458 0.98911 -0.33562
C 0.03738 5.59521 -0.73982
C -2.76492 -2.93879 1.49968
C -1.28462 0.59811 -3.35062
H 4.88498 0.34571 -4.50282
C 0.20908 0.78001 -3.64222
O -2.16402 1.89801 0.32548
C 2.02068 4.26731 -1.50052
C 3.74628 -1.18919 -1.16072
H 0.45628 1.83651 -3.59922
H -3.17782 1.22661 -4.18622
H -1.88832 2.42331 -4.34092
H 0.27358 -6.06099 -3.84682
C 1.80698 1.76151 5.68598
O 6.79038 -2.47279 -4.31722
H -2.21802 -3.64359 2.11478
C 1.27428 -4.07129 4.16408
H -1.03402 5.74391 -0.86982
H -3.29122 1.70171 3.44788
Hg 0.26548 0.97281 0.22758
H -2.60012 4.06671 2.83358
*
```

Results of the Löwdin charge analysis, in e, for atoms 1 through 2: number 1, O, carries -0.393; number 2, H, carries 0.060

Here is a structure of composition C16H33BiCl2P in a non-equilibrium geometry from the Open Molecules 2025 dataset. Energies are from ωB97M-V/def2-TZVPD.

Highest occupied orbital energy ... -1.01 eV
Energy above the lowest of the compared OMol25 structures with the same formula, charge and spin ... 1.3 kcal per mole
Gap between HOMO and LUMO ... 3.3 eV

Geometry as ORCA input:
```
! wB97M-V def2-TZVPD RIJCOSX def2/J DEFGRID3
* xyz -1 1
C 2.08667 0.20029 -2.33419
H -1.10886 -1.12420 -2.70376
H 1.17475 -2.98726 0.96249
C 1.20990 -0.97457 1.85409
H 2.77538 1.97722 -3.35355
H 1.28043 1.02319 -0.11442
H 2.68358 -2.54347 1.79137
H 0.55380 2.53652 -4.41261
H 2.33531 -1.86608 0.19431
H -0.82860 -2.21789 -0.33973
H -0.96188 2.69410 0.68707
H -1.56953 -0.35034 3.71618
C 0.95153 -1.26448 3.33748
C 0.80094 1.51833 -4.08439
H -0.85259 -3.25083 1.89187
H -0.20680 1.36558 2.53194
H -2.20087 -2.20545 2.42269
H 0.64762 -0.36541 3.88816
H -2.39244 1.65921 0.39196
C 0.80614 -0.35126 -1.68633
H -1.20713 1.52041 -3.26704
H 1.88780 -1.62329 3.78657
H 1.89595 -0.10966 1.78626
C -1.73199 -2.68750 1.55409
P -0.26586 -0.35880 0.96494
H -3.29824 -1.96780 -0.52078
C -0.35159 -0.34267 -2.77195
Cl 1.43460 4.48897 -0.55861
C -1.71502 2.05254 1.16348
C -0.50628 0.76737 -3.68534
H -0.32159 1.23058 -0.81599
H 2.89318 0.27279 -1.59134
H 2.40421 -0.51298 -3.10706
H -0.98709 0.38681 -4.60345
H 1.24363 0.99911 -4.94544
C -2.04201 0.36868 3.03519
C -1.06567 0.92886 1.98904
C 0.41291 0.46518 -0.52165
H -2.43900 -0.53706 -1.11401
Cl 3.75704 1.76428 0.70531
H -2.39262 1.20871 3.65205
H -2.45274 -3.41472 1.15418
H -2.92672 -0.09400 2.57590
C 1.83252 1.57081 -2.95891
Bi 3.84543 4.11097 -0.13797
C 1.87868 -2.16275 1.14713
C -1.39925 -1.68374 0.44164
H 0.97141 -1.40205 -1.39885
H -3.25850 -0.50348 0.47963
C -2.66909 -1.12071 -0.21217
H 1.50563 2.27540 -2.18087
H 0.19200 -2.04807 3.47766
H -2.30910 2.68460 1.83774
*
```

Results of the natural (NBO) charge analysis, in e, for atoms 1 through 2: number 1, C, carries -0.401; number 2, H, carries 0.158

Here is a structure of composition C29H20ClF5OPRu in a non-equilibrium geometry from the Open Molecules 2025 dataset. Energies are from ωB97M-V/def2-TZVPD.

Highest occupied orbital energy (alpha / beta) ... -6.76 / -6.75 eV
Energy above the lowest of the compared OMol25 structures with the same formula, charge and spin ... 26.8 kcal per mole
Gap between HOMO and LUMO (alpha / beta) ... 6.5 / 4.4 eV

Geometry as ORCA input:
```
! wB97M-V def2-TZVPD RIJCOSX def2/J DEFGRID3
* xyz 0 6
C 3.51689 -2.81148 -3.24394
F -1.49743 2.37648 7.25604
C 2.84720 -1.27776 -1.50044
C -1.31246 -0.62960 -1.97608
H 0.38017 4.77611 -0.77099
C 1.23047 1.79391 -3.14229
F 0.61833 3.44419 5.87915
H 4.29330 -3.40878 -3.68894
Cl 2.53732 0.43360 1.55543
C -2.29425 1.20422 3.92401
C 1.24589 -1.98798 -3.26313
C -0.26577 2.65604 5.27081
H 2.59498 -2.23960 2.53887
C -3.51586 -0.00494 -2.70558
F -3.53901 1.12856 5.94156
C 0.58460 -1.98805 3.54470
C 1.51514 -2.14525 2.44284
H -4.88979 -1.64254 -3.00201
C 0.60809 3.94312 -1.42279
C 1.41137 3.10241 -3.56100
H 1.79395 3.28306 -4.56025
C -0.55914 -2.36933 1.58387
C 0.40447 2.65156 -0.96498
H -1.35218 -2.45016 0.85191
F -3.34381 0.63233 3.23120
C -0.73687 -1.99860 2.93222
H 2.98468 -0.73079 -0.57586
C 1.57597 -1.20275 -2.14008
P 0.30578 -0.11041 -1.49072
C -2.23023 0.36890 -2.32941
C -1.72301 -1.97020 -1.81441
H 2.01305 -3.35980 -4.68460
C 2.24396 -2.77845 -3.80650
C -2.41453 1.44143 5.27612
C 1.09019 4.17222 -2.71538
C -1.36348 2.11599 5.94653
C 0.67254 1.58097 -1.85736
H 0.82320 -1.71961 4.57049
H -1.05485 -2.70242 -1.36393
H 0.06784 2.40192 0.02611
H -1.93485 1.40802 -2.29494
C 3.81469 -2.07759 -2.09250
F 0.82273 2.95536 3.16541
C -0.15053 2.40787 3.89454
H -3.31513 -3.37412 -2.15119
H 1.49438 0.94941 -3.75459
C 0.77675 -2.48752 1.29134
C -3.89840 -1.34937 -2.66967
C -3.01122 -2.32627 -2.20487
C -1.12031 1.56748 3.22836
H -4.22302 0.75846 -3.04321
O -0.86940 1.12681 2.02916
H -1.68508 -1.89819 3.45638
H 1.21796 5.18958 -3.06334
Ru 0.56914 -0.03746 2.98166
H 0.24249 -1.96462 -3.65111
H 4.79956 -2.11315 -1.63696
H 1.20352 -2.71323 0.32435
*
```

Results of the Löwdin charge analysis, in e, for atoms 1 through 2: number 1, C, carries -0.089; number 2, F, carries 0.115

Here is a cluster of 11 separate species, H22O11 in total in a non-equilibrium geometry from the Open Molecules 2025 dataset. Energies are from ωB97M-V/def2-TZVPD.

Structure (SMILES) ... O.O.O.O.O.O.O.O.O.O.O
Highest occupied orbital energy ... -9.90 eV
Energy above the lowest of the compared OMol25 structures with the same formula, charge and spin ... 119.8 kcal per mole
Gap between HOMO and LUMO ... 9.9 eV

Geometry as ORCA input:
```
! wB97M-V def2-TZVPD RIJCOSX def2/J DEFGRID3
* xyz 0 1
H -1.60698 4.05411 -1.90182
H 1.43550 -1.90989 2.17782
H 1.53122 -3.84419 3.23455
H 0.60221 1.14403 -3.79127
H -2.91307 -2.50572 3.31164
O 1.32497 1.45242 -3.24455
H -2.61824 -2.46057 -1.98052
O 0.52468 -0.04532 0.35530
H 2.79979 2.72922 1.05538
O 3.05151 2.11040 1.75792
O -2.45924 0.44596 -1.27393
H -3.20398 0.60714 -0.64158
H -1.42960 -3.20858 -2.22029
H 0.10020 -2.60583 -1.65892
O 0.51686 -1.87638 1.97245
H -0.15519 3.65366 -2.17599
H 1.01685 -2.56680 3.85955
H 1.94523 0.72524 -3.01852
O -2.02027 -2.29369 3.44069
H 0.41468 4.51444 -0.01427
H 0.74386 -3.96973 -1.84162
H 0.20556 -1.11287 2.60710
O 0.53274 -3.18634 -2.27798
H 3.96558 2.03232 1.85713
O -1.74879 -2.60674 -1.59925
H -1.09426 5.16013 -0.00508
O -0.27720 5.06515 -0.51999
O -0.98177 4.04236 -2.54673
H -2.09561 1.26766 -1.24475
H -1.83023 -2.76999 4.26424
H -0.08301 0.47109 -0.08181
O 1.80884 -3.02591 3.55722
H 0.09088 -0.06010 1.24003
*
```

Results of the natural (NBO) charge analysis, in e, for atoms 1 through 2: number 1, H, carries 0.449; number 2, H, carries 0.483